DFT (the ωB97M-V functional and the def2-TZVPD basis) results for a structure of composition C15H22As3CrF18N4O4 in a non-equilibrium geometry.

XYZ file:
```
67
Properties=species:S:1:pos:R:3:nbo_charge:R:1
Cr -8.611 15.579 -2.127 1.63
N -8.248 13.439 -3.917 0.73
O -7.836 12.685 -4.794 -0.52
O -8.770 14.547 -4.197 -0.57
O -7.974 13.280 -2.702 -0.52
C -5.205 11.001 -3.197 -0.77
C -5.414 10.285 -1.910 0.73
O -4.865 9.294 -1.568 -0.47
N -6.414 10.912 -0.983 -0.60
H -6.241 10.797 0.016 0.46
H -6.378 11.914 -1.212 0.49
C -7.813 10.413 -1.291 -0.46
H -4.355 10.589 -3.727 0.26
H -5.068 12.058 -2.932 0.28
H -6.087 11.119 -3.833 0.26
H -8.464 10.780 -0.494 0.28
H -7.941 9.336 -1.285 0.23
H -8.212 10.973 -2.133 0.25
C -9.435 8.156 -9.223 -0.41
N -8.882 9.527 -9.071 -0.25
C -8.370 9.925 -7.901 0.12
C -7.796 11.171 -7.700 -0.20
C -7.753 12.019 -8.800 0.05
C -8.177 11.558 -10.034 -0.21
C -8.771 10.319 -10.154 0.10
C -7.150 13.385 -8.670 0.02
C -6.206 13.809 -9.640 -0.21
C -5.604 15.020 -9.453 0.09
N -5.946 15.846 -8.437 -0.24
C -6.801 15.427 -7.496 0.13
C -7.513 14.248 -7.620 -0.19
C -5.359 17.191 -8.387 -0.42
H -9.913 8.110 -10.198 0.24
H -10.139 8.055 -8.400 0.24
H -8.723 7.333 -9.201 0.25
H -8.369 9.179 -7.117 0.25
H -7.374 11.478 -6.753 0.29
H -8.110 12.171 -10.922 0.26
H -9.021 9.926 -11.129 0.25
H -5.960 13.200 -10.497 0.25
H -4.870 15.374 -10.164 0.25
H -6.994 16.094 -6.667 0.29
H -8.286 13.993 -6.909 0.29
H -5.672 17.696 -7.478 0.28
H -5.785 17.698 -9.257 0.23
H -4.291 17.190 -8.592 0.24
As -7.081 18.356 -4.150 2.82
F -8.251 18.010 -5.438 -0.63
F -6.555 19.774 -4.983 -0.61
F -5.996 18.707 -2.829 -0.58
F -7.694 16.941 -3.227 -0.65
F -5.871 17.385 -4.975 -0.63
F -8.296 19.381 -3.392 -0.61
As -9.597 13.152 0.581 2.82
F -9.504 14.580 -0.578 -0.67
F -9.387 14.209 1.977 -0.59
F -9.790 11.646 1.527 -0.62
F -9.788 12.160 -0.849 -0.63
F -7.871 12.941 0.485 -0.62
F -11.312 13.427 0.732 -0.59
As -5.127 15.168 -0.802 2.84
F -6.901 15.295 -1.066 -0.67
F -4.911 15.243 -2.572 -0.63
F -3.427 14.857 -0.595 -0.60
F -5.400 15.044 0.895 -0.59
F -5.458 13.436 -0.985 -0.66
F -5.022 16.901 -0.705 -0.59
```

LUMO energy (alpha / beta), eV: -5.8 / -5.8
Multiplicity: 5
HOMO energy (alpha / beta), eV: -12.45 / -13.26
Total charge: +1


DFT (the ωB97M-V functional and the def2-TZVPD basis) results for a structure of composition C2H2O2S in a non-equilibrium geometry.

XYZ file:
```
7
Properties=species:S:1:pos:R:3:nbo_charge:R:1
C 1.609 0.373 0.052 0.52
C -1.415 -0.385 0.039 0.25
O 2.493 1.072 -0.036 -0.40
O -2.610 -0.475 0.008 -0.52
S -0.618 1.192 0.097 -0.14
H 1.171 -0.697 -0.065 0.20
H -0.630 -1.080 -0.094 0.09
```

LUMO energy, eV: -0.5
Multiplicity: 1
Energy above the lowest of the compared OMol25 structures with the same formula, charge and spin, kJ/mol: 194.5
HOMO energy, eV: -9.66
Total charge: 0